Run w
Here is 2 unconnected molecules or ions with the total composition C3H7N2S from OMol25. Energies are from ωB97M-V/def2-TZVPD.

Results
- Orbital gap: 7.51 eV

Structure (ORCA input):
```
! RIJCOSX wB97M-V def2-TZVPD def2/J DEFGRID3
* xyz 1 1
S 0.28 2.25 -2.21
N -0.97 -0.34 -0.63
N 1.22 0.45 -0.07
C 2.41 0.57 0.28
C 0.05 0.45 -0.52
C -1.37 -1.41 0.34
H -1.54 -0.13 -1.47
H -0.69 -2.17 0.64
H 0.70 1.63 -3.27
H -1.70 -0.90 1.21
H 3.24 0.09 -0.29
H 2.78 1.21 1.18
H -2.31 -1.75 -0.15
*
```

=====

Run x
Here is a gas-phase ion, C3H7N2S (charge +1) from OMol25. Energies are from ωB97M-V/def2-TZVPD.

Results
- SMILES: [NH2+]=CCNC=S
- Orbital gap: 7.88 eV

Structure (ORCA input):
```
! RIJCOSX wB97M-V def2-TZVPD def2/J DEFGRID3
* xyz 1 1
S 2.54 -0.84 -0.01
N -0.88 -1.81 -0.19
N 0.91 1.27 0.03
C -0.37 -0.83 0.50
C -0.36 0.56 -0.01
C 2.14 0.75 -0.04
H -1.05 1.14 0.62
H -0.75 0.58 -1.04
H 2.93 1.48 -0.11
H -0.94 -2.75 0.18
H 0.82 2.28 -0.03
H -0.07 -1.02 1.52
H -1.15 -1.68 -1.16
*
```

=====

Run y
Here is a gas-phase ion, C3H7N2S (charge +1) from OMol25. Energies are from ωB97M-V/def2-TZVPD.

Results
- Orbital gap (alpha / beta): 8.90 / 8.90 eV

Structure (ORCA input):
```
! RIJCOSX wB97M-V def2-TZVPD def2/J DEFGRID3
* xyz 1 1
S -0.10 1.47 -0.16
N -0.50 -1.36 -0.17
N 2.08 -0.08 -0.31
C -1.69 0.63 0.18
C -1.54 -0.75 -0.31
C 0.81 0.17 0.56
H 1.94 -1.05 -0.64
H -1.60 0.51 1.22
H 0.72 -0.11 1.56
H 1.93 0.52 -1.07
H -2.65 1.18 -0.10
H -2.34 -1.25 -0.91
H 2.95 0.12 0.16
*
```

=====

Run z
Here is a gas-phase ion, C3H7N2S (charge +1) from OMol25. Energies are from ωB97M-V/def2-TZVPD.

Results
- Orbital gap: 9.08 eV

Structure (ORCA input):
```
! RIJCOSX wB97M-V def2-TZVPD def2/J DEFGRID3
* xyz 1 1
S 1.39 1.21 1.40
N -0.96 0.23 0.45
N -0.27 -0.25 -1.64
C 0.35 -0.31 0.92
C 1.03 -0.97 -0.25
C -1.14 0.29 -0.87
H -1.38 0.94 1.14
H -0.09 -0.22 -2.55
H -2.05 0.82 -1.22
H 0.95 -1.97 -0.63
H 0.31 1.71 2.24
H 1.93 -0.60 -0.67
H -0.07 -0.89 1.68
*
```

=====

Which structure is the least stable? The one labeled run w.

=====

Run w
Here is a single C4H10O2S molecule from OMol25. Energies are from ωB97M-V/def2-TZVPD.

Results
- SMILES: CO[C@@H](CO)SC
- Orbital gap: 9.44 eV

Structure (ORCA input):
```
! RIJCOSX wB97M-V def2-TZVPD def2/J DEFGRID3
* xyz 0 1
S 1.58 -1.34 -0.25
O -2.34 -0.69 0.40
O -0.18 0.31 -0.80
C 2.39 0.27 0.31
C -1.20 -1.57 -0.18
C -0.03 -0.67 0.07
C -0.56 1.49 -0.18
H -2.78 -0.30 -0.40
H -1.29 -1.85 -1.27
H -1.14 -2.61 0.19
H 2.16 1.02 -0.54
H 0.40 2.19 0.12
H 1.84 0.91 1.27
H 0.09 -0.56 1.28
H 3.59 0.17 0.30
H -1.29 2.02 -0.96
H -1.23 1.20 0.65
*
```

=====

Run x
Here is 2 unconnected molecules or ions with the total composition C4H10O2S from OMol25. Energies are from ωB97M-V/def2-TZVPD.

Results
- SMILES: O=CCCCS.O
- Orbital gap: 10.03 eV

Structure (ORCA input):
```
! RIJCOSX wB97M-V def2-TZVPD def2/J DEFGRID3
* xyz 0 1
S 2.60 0.72 1.78
O 1.58 -1.48 -6.08
O -2.75 0.47 -0.47
C 1.01 -0.14 1.97
C -2.57 0.56 0.71
C -0.13 0.60 1.31
C -1.46 -0.17 1.46
H 2.00 -1.37 -6.94
H -1.43 -1.13 0.97
H -3.24 1.21 1.31
H 1.15 -1.18 1.73
H -0.32 1.59 1.73
H 2.84 0.41 0.50
H -1.75 -0.09 2.50
H 0.88 -0.16 3.06
H 1.50 -0.57 -5.78
H 0.09 0.74 0.25
*
```

=====

Which structure is the least stable? The one labeled run w.

=====

Run w
Here is a single C21H24N2O3 molecule from OMol25. Energies are from ωB97M-V/def2-TZVPD.

Results
- SMILES: CCOc1ccccc1[C@H]1N(c2ccc(OC)cc2)C(=O)[C@@H]2CCCN21
- Orbital gap: 9.06 eV

Structure (ORCA input):
```
! RIJCOSX wB97M-V def2-TZVPD def2/J DEFGRID3
* xyz 0 1
O -4.55 1.64 0.13
O -0.79 -1.45 -1.34
O 1.61 2.43 1.72
N 2.98 -0.10 -0.39
N 0.95 0.87 0.18
C -1.20 0.59 1.27
C -2.44 1.91 -0.83
C 3.90 1.83 -1.45
C 1.26 -3.29 1.76
C -5.37 1.22 1.19
C 1.84 1.51 0.96
C 0.03 -3.80 1.37
C 3.71 0.32 -1.58
C 1.06 -1.55 0.11
C -3.21 1.42 0.23
C -2.58 0.76 1.28
C -0.45 1.06 0.21
C 1.55 -0.27 -0.53
C 4.15 1.98 0.05
C -0.68 -3.21 0.34
C 3.21 0.92 0.65
C 1.76 -2.16 1.13
C -2.49 -1.06 -2.95
C -2.05 -1.92 -1.78
C -0.18 -2.09 -0.30
C -1.07 1.73 -0.84
H 3.91 2.97 0.43
H 2.99 2.36 -1.74
H 1.24 -0.25 -1.58
H -0.72 0.08 2.08
H -1.76 -1.11 -3.75
H -2.58 -0.02 -2.62
H -3.45 -1.40 -3.32
H -0.37 -4.67 1.86
H 4.68 -0.18 -1.57
H -5.10 1.71 2.13
H 3.63 0.48 1.56
H -5.34 0.14 1.32
H 3.18 0.02 -2.48
H -1.63 -3.63 0.05
H -2.94 2.43 -1.63
H 5.19 1.75 0.28
H 1.81 -3.76 2.56
H -6.38 1.52 0.91
H -1.97 -2.97 -2.10
H 4.73 2.20 -2.06
H -0.48 2.10 -1.67
H -2.78 -1.85 -0.96
H 2.71 -1.75 1.42
H -3.14 0.38 2.12
*
```

=====

Run x
Here is a single C21H24N2O3 molecule from OMol25. Energies are from ωB97M-V/def2-TZVPD.

Results
- SMILES: CN(C)CCOC(=O)C(OCCC#N)(c1ccccc1)c1ccccc1
- Orbital gap: 8.73 eV

Structure (ORCA input):
```
! RIJCOSX wB97M-V def2-TZVPD def2/J DEFGRID3
* xyz 0 1
O -1.52 0.80 -0.48
O 1.55 -0.88 -2.19
O -0.48 1.11 -2.55
N -3.16 1.55 1.76
N 5.48 1.50 -2.36
C 3.85 -0.34 -2.42
C -1.02 -3.35 0.91
C -0.38 -2.78 -1.63
C 1.76 1.55 0.28
C -0.05 -1.77 -0.65
C -3.62 2.14 2.97
C 1.59 0.08 0.10
C 2.47 0.02 -2.86
C -0.52 0.62 -1.40
C -1.29 -4.31 -0.05
C 2.60 2.09 1.24
C 2.46 -0.78 0.88
C 3.28 -0.16 1.81
C -0.47 -2.04 0.63
C 3.30 1.26 2.04
C -2.90 2.43 0.66
C 4.67 0.78 -2.41
C -2.39 1.93 -0.68
C 0.64 -0.41 -1.09
C -0.98 -4.00 -1.30
C -3.70 0.24 1.37
H -0.15 -1.44 1.44
H 2.35 -0.17 -3.93
H -3.44 3.23 3.13
H 2.21 1.03 -2.67
H 4.14 1.70 2.60
H -3.27 1.48 -1.20
H -0.21 -2.59 -2.71
H -2.11 3.12 0.98
H -1.84 2.67 -1.23
H -1.24 -4.68 -2.08
H -2.97 1.52 3.73
H -3.15 -0.33 0.64
H -4.64 1.82 3.19
H -3.75 -0.43 2.28
H 3.88 -0.77 2.46
H 3.88 -0.60 -1.37
H -1.33 -3.54 1.94
H 1.29 2.27 -0.35
H -1.78 -5.15 0.32
H 2.71 3.17 1.32
H -3.83 3.02 0.37
H 2.55 -1.83 0.81
H 4.29 -1.10 -3.16
H -4.71 0.32 0.91
*
```

=====

Which structure is the least stable? The one labeled run x.